# 1
3 unconnected molecules or ions with the total composition C16H9F3NO6S3 in a non-equilibrium geometry, computed with ωB97M-V/def2-TZVPD.

Structure (ORCA input):
```
! wB97M-V def2-TZVPD RIJCOSX def2/J DEFGRID3
* xyz -1 1
S 1.23572 1.71507 1.25223
S 4.43737 1.07553 0.30565
S 0.30665 2.94963 -2.22817
F 6.12106 -1.38959 -0.75967
F 2.35493 1.43538 -1.32739
F 4.13419 -2.24279 -0.08509
O 1.28129 3.98526 -2.29998
O 0.83579 -4.69989 2.21159
O -0.61684 2.81185 -3.33417
O 2.01765 2.83911 1.71038
O 1.25118 -0.88982 -0.54756
O 0.57955 0.88683 2.30531
N 1.43188 -2.85795 0.75024
C -1.58190 -4.62967 0.78178
C 2.90125 1.10922 -0.03806
C -0.75091 -3.48168 0.83125
C 0.64050 -3.77199 1.40508
C 4.81611 -1.20349 -0.59197
C -1.08454 3.14130 1.66597
C 0.76821 -1.83100 -0.02831
C -2.69548 -4.57034 -0.11771
C -2.63671 4.35579 0.19951
C -0.69975 -2.41713 -0.07894
C -2.75497 -3.42483 -0.99040
C -1.87907 3.96323 -0.88632
C -2.23906 3.96234 1.49204
C -0.72868 3.22751 -0.65915
C -1.80442 -2.37572 -0.99837
C -0.32695 2.72805 0.58833
H -2.16981 4.19862 -1.89760
H -3.48895 -5.34966 -0.12211
H 4.36960 -0.82676 -1.51687
H -2.84176 4.26276 2.36163
H -3.54104 4.92700 0.00541
H -0.85988 2.81276 2.69304
H -3.56481 -3.36425 -1.74708
H -1.89004 -1.55562 -1.75684
H -1.32737 -5.50507 1.45236
*
```

Calculated values
molecular weight	464.444	g mol⁻¹
Kohn-Sham gap	0.1159	hartree
DFT total energy	-2615.14757	hartree
F_max	8.19	eV/Å
ΔE to the lowest compared entry with this formula, charge and spin	55.6	kcal/mol

=====

# 2
A molecular structure, C10H11Cl2F3N4O4OsS in a non-equilibrium geometry, computed with ωB97M-V/def2-TZVPD.

Structure (ORCA input):
```
! wB97M-V def2-TZVPD RIJCOSX def2/J DEFGRID3
* xyz 2 5
Os -1.22901 0.73302 0.91151
Cl -1.83403 2.27163 3.20982
Cl -3.51148 0.78362 1.44845
S -1.24908 -1.36562 -1.26908
F -1.98711 4.33961 -2.00470
F -0.61219 3.40082 -3.38020
F -2.71416 2.90898 -3.44980
O -1.51677 2.28119 -0.42914
O -0.73516 -0.80242 2.02621
O -1.34329 0.91711 -2.17984
O 0.81425 0.58794 0.70063
N -2.39041 -1.20706 -3.63820
N 1.29377 -0.41234 1.41050
N 0.49410 -1.14197 2.08131
N -2.70990 -3.18001 -2.49456
C -2.21488 -1.95752 -2.57616
C 5.39211 -1.03485 1.68900
C 3.54832 0.31756 0.94384
C -1.47886 2.01423 -1.64416
C 2.66490 -0.64309 1.45316
C 4.90635 0.11586 1.07040
C -3.50208 1.72656 2.95391
C 3.14586 -1.81612 2.05392
C 4.50503 -2.00275 2.16514
C -1.69865 3.22346 -2.64358
H 5.59111 0.86597 0.70370
H 2.45200 -2.55318 2.42528
H -3.82020 1.08253 3.77826
H -1.99713 -0.27266 -3.66203
H -2.89241 -1.54610 -4.44747
H -2.54698 -3.76136 -1.68654
H -4.15599 2.59198 2.83222
H 3.16317 1.21768 0.48855
H 6.45652 -1.17014 1.81626
H 4.88249 -2.89984 2.62813
H -3.17023 -3.61276 -3.28476
*
```

Calculated values
molecular weight	601.419	g mol⁻¹
Kohn-Sham gap (alpha / beta)	0.2949 / 0.2099	hartree
DFT total energy	-2615.74515	hartree
F_max	2.74	eV/Å

=====

# 3
A single C4H4F4 molecule in a non-equilibrium geometry, computed with ωB97M-V/def2-TZVPD.

Structure (ORCA input):
```
! wB97M-V def2-TZVPD RIJCOSX def2/J DEFGRID3
* xyz 0 1
F -1.57698 -0.05509 1.63586
F 2.11001 -0.33105 -0.13639
F -0.58052 -1.72302 -1.34319
F 0.98132 0.36242 -1.86510
C 0.29801 1.00655 0.35610
C -0.11944 -1.12764 -0.25361
C 0.88389 -0.02893 -0.51420
C -1.07658 0.26930 0.46343
H 0.14512 1.96105 0.08240
H 0.09078 -1.95059 0.34427
H -1.94922 0.44788 -0.09242
H 0.79361 1.16911 1.32284
*
```

Calculated values
molecular weight	128.068	g mol⁻¹
Kohn-Sham gap	0.4138	hartree
DFT total energy	-554.19803	hartree
SMILES string	F[C@@H]1[C@@H](F)CC1(F)F
F_max	5.22	eV/Å
ΔE to the lowest compared entry with this formula, charge and spin	25.9	kcal/mol

=====

# 4
A molecular structure, C33H32AuN6O2SbSe in a non-equilibrium geometry, computed with ωB97M-V/def2-TZVPD.

Structure (ORCA input):
```
! wB97M-V def2-TZVPD RIJCOSX def2/J DEFGRID3
* xyz 2 1
Au 1.74427 0.81510 -1.27714
Sb 1.10967 2.92050 1.81966
Se 3.03047 -2.89990 1.39916
O 0.93257 -1.76720 2.30966
O 0.48347 0.00250 0.99226
N 1.11867 2.85580 -1.34364
N 2.13017 -4.01860 0.44596
N -0.71013 0.75840 0.75576
N 3.32807 1.31480 0.33526
N 1.79207 -1.25600 -1.80474
N 2.90167 -1.61790 0.22586
C 4.52477 0.75840 0.16446
C -4.12053 -0.82170 0.10896
C -1.54683 -0.67950 -0.99944
C 1.09417 -1.80970 -2.78774
C 5.28987 0.42210 1.28056
C -1.28193 -1.40220 1.37726
C -3.19283 0.20450 0.70686
C -3.45943 1.55370 0.00836
C 0.99547 -3.97440 -1.73774
C -2.81973 1.16920 3.01226
C 0.71967 4.72960 -2.74154
C 1.74097 -3.42640 -0.68694
C 0.96267 3.37240 -2.57114
C -4.11013 -2.16760 0.29896
C 2.15867 -2.05320 -0.78634
C 3.52957 1.22920 2.68586
C 2.84887 1.56660 1.53106
C -1.65943 1.95760 2.69886
C -3.23903 -2.87340 1.16986
C -1.99983 -2.54310 1.71986
C 5.01437 0.48370 -1.21114
C 0.65107 5.55330 -1.63324
C 1.01297 3.62420 -0.26654
C -5.13523 -3.01950 -0.39374
C -1.40453 -3.54390 2.65916
C 4.77267 0.62590 2.54526
C 1.02407 2.44660 -3.73664
C -3.47913 0.35450 2.18066
C -0.75543 1.72350 1.73266
C 0.09727 -1.16740 1.66066
C 0.78807 4.98860 -0.37474
C 0.70077 -3.14940 -2.80214
C -1.74003 -0.26920 0.47596
H 4.82677 -0.56370 -1.44844
H -0.32023 -3.50580 2.67266
H -5.75743 -3.54250 0.32946
H -0.56093 -0.35850 -1.33394
H -3.48423 1.43560 -1.07144
H -1.46483 2.79510 3.35946
H 0.14097 -3.51920 -3.64624
H -2.28833 -0.21030 -1.63704
H 0.58767 5.12580 -3.73554
H -1.72613 -4.55260 2.41266
H 3.10007 1.43010 3.65846
H 0.48927 6.61460 -1.74404
H -4.90333 -0.41490 -0.51464
H 6.27377 0.00290 1.13606
H 6.08677 0.65090 -1.28094
H -4.32983 -0.19490 2.55566
H -3.58013 -3.87240 1.41026
H 1.90777 1.81160 -3.67944
H -1.62063 -1.75850 -1.11614
H -4.42623 1.93950 0.32216
H -5.77933 -2.43240 -1.03924
H 0.14137 1.80590 -3.74594
H -1.74823 -3.33120 3.67256
H 4.50157 1.10070 -1.94574
H 0.81077 -1.15230 -3.59604
H 0.73427 5.59950 0.51396
H -4.63793 -3.77380 -1.00074
H -2.70323 2.29370 0.25486
H 0.66817 -5.00020 -1.69384
H 1.04917 2.99940 -4.67064
H 5.33547 0.34450 3.42266
H -3.16543 1.26270 4.03266
*
```

Calculated values
molecular weight	942.346	g mol⁻¹
Kohn-Sham gap	0.1363	hartree
DFT total energy	-4532.36115	hartree
F_max	3.87	eV/Å
ΔE to the lowest compared entry with this formula, charge and spin	126.4	kcal/mol

=====

# 5
A single C23H19F2NO5 molecule in a non-equilibrium geometry, computed with ωB97M-V/def2-TZVPD.

Structure (ORCA input):
```
! wB97M-V def2-TZVPD RIJCOSX def2/J DEFGRID3
* xyz 0 1
F 5.83790 -2.99851 -7.33490
F 3.66772 -5.40287 -4.03394
O -0.68153 -2.02825 0.22966
O -2.56214 3.48851 2.15125
O 1.97496 1.09732 1.24097
O -4.31132 5.77968 5.15156
O -2.11169 4.13456 4.83118
N 1.84763 -3.40680 -3.46927
C -3.41323 3.65775 4.47872
C 0.31731 -1.66621 -0.56950
C 2.94163 -2.19603 -5.34119
C 4.62687 -4.13513 -5.72918
C 4.85266 -2.98370 -6.39793
C -0.52163 -1.75057 1.61755
C -0.29056 0.69525 1.46932
C 3.89078 -1.97601 -6.33180
C -2.79071 1.04096 2.58466
C -0.83841 1.98969 1.64104
C 0.53365 -2.54702 -1.64200
C -3.61493 3.93044 2.96350
C -2.30219 -0.27000 2.49038
C -1.01134 -0.39851 1.83488
C 1.00259 0.46932 0.75020
C 2.27883 -0.54933 -1.18906
C 2.43009 -1.35578 -2.35339
C -2.13755 2.17497 2.09650
C 2.81306 -3.28732 -4.51066
C -4.37035 4.30286 5.42245
C 3.65360 -4.32791 -4.75128
C 1.16013 -0.50377 -0.34922
C 1.65784 -2.42986 -2.50428
H -5.37952 3.91109 5.26287
H 3.20184 -1.24038 -3.08114
H -1.41539 3.51081 4.50577
H 0.52040 -1.85184 1.98900
H -0.25579 -3.19930 -1.85134
H -4.57553 3.56349 2.60729
H 5.31678 -4.90571 -5.96775
H -2.77203 -1.18943 2.88306
H 1.64740 -4.38112 -3.16102
H -3.77807 1.23244 3.08505
H -3.83304 5.05028 2.90104
H 2.13608 -1.40041 -5.31805
H -0.15910 2.81692 1.46234
H -3.44591 2.61776 4.60995
H -1.11515 -2.35596 2.25078
H -3.44009 6.13523 4.84615
H 2.98369 0.18385 -0.88714
H -4.05339 4.04120 6.41316
H 3.88712 -1.08661 -6.99623
*
```

Calculated values
molecular weight	427.403	g mol⁻¹
Kohn-Sham gap	0.2998	hartree
DFT total energy	-1518.42558	hartree
SMILES string	O=C1c2cc(OC[C@@H](O)CO)ccc2COc2cc(Nc3ccc(F)cc3F)ccc21
F_max	3.95	eV/Å
ΔE to the lowest compared entry with this formula, charge and spin	45.8	kcal/mol

=====

# 6
A molecular structure, C29H35F5N4P2Ru in a non-equilibrium geometry, computed with ωB97M-V/def2-TZVPD.

Structure (ORCA input):
```
! wB97M-V def2-TZVPD RIJCOSX def2/J DEFGRID3
* xyz 2 5
Ru -0.43122 1.33775 2.11098
P 0.26654 2.12519 0.14632
P 1.02608 -0.26980 1.63066
F 0.46662 1.56374 4.95910
F -2.91363 0.93877 3.96076
F -1.97835 2.48417 5.23315
F -2.08771 0.41939 5.92297
F -0.24766 -0.49140 4.36975
N 2.13999 -1.01674 2.73623
N -0.11494 -1.57318 1.41724
N 1.27676 3.55721 -0.04174
N -1.16665 2.56733 -0.72881
C 2.48534 -2.36504 2.92427
C -2.56117 3.34294 -2.32297
C 1.09911 -3.39988 -3.28183
C -1.47215 -1.42220 1.66727
C -0.36082 -1.32636 -3.70032
C 3.69081 -1.11500 4.38932
C 2.91494 -0.26141 3.62032
C -2.37412 -2.68128 -4.31071
C 3.42242 -2.45335 3.95660
C 0.57729 -2.35573 -4.29507
C -0.72064 3.36884 2.57644
C -2.44156 2.62318 -0.17679
C -1.14670 -3.41856 0.64418
C -1.80349 -4.07003 -3.90575
C 0.92981 4.86909 0.30511
C -2.13198 -2.54952 1.19556
C 0.08377 -2.77539 0.76311
C 3.03869 4.90779 -0.53776
C 1.07750 0.87205 -0.88882
C 2.57559 3.59862 -0.54958
C -1.24429 2.99682 -2.04792
C 0.09422 -3.86314 -2.26558
C -0.49558 0.87512 4.21690
C -3.32024 3.11319 -1.12792
C 1.98748 5.71822 0.00957
C -1.69174 -1.47243 -3.69515
C 1.82354 -0.14266 -0.00746
C -1.19472 -4.10090 -2.53028
C -1.88100 1.19128 4.82889
H -1.10446 -4.43427 -4.67271
H -2.94058 3.71265 -3.26395
H 1.98919 -2.98291 -2.78094
H 4.38014 -0.81733 5.16786
H 0.13508 -0.40245 -3.38199
H -1.89159 -4.44229 -1.75582
H -0.35376 3.01550 -2.66397
H -2.64551 -4.78177 -3.90581
H 2.02831 -3.13590 2.32784
H 1.07838 -3.06325 0.44058
H 2.82391 0.81253 3.62239
H 2.01720 6.78272 0.18325
H -4.37509 3.27490 -0.97882
H -3.20041 -2.71789 1.25636
H -3.44312 -2.69188 -4.04846
H -1.30401 -4.38275 0.19748
H -2.58802 2.30012 0.85268
H -1.82260 -0.51041 2.15254
H 3.05176 2.68557 -0.89899
H -2.32745 -2.59895 -5.41072
H 0.53771 -4.23383 -1.33928
H 1.73378 1.35245 -1.63156
H 1.85139 -1.12248 -0.50731
H -1.44102 3.79317 1.86401
H -2.36686 -0.65141 -3.43714
H 0.25279 0.39997 -1.44701
H -1.16464 3.40284 3.57461
H 2.86067 0.16387 0.20565
H 1.44791 -1.82484 -4.71189
H 4.01178 5.23799 -0.85893
H 0.20411 3.96487 2.57608
H 1.43853 -4.29192 -3.83423
H -0.03905 5.08403 0.73400
H 3.86494 -3.36645 4.34149
H 0.10445 -2.87689 -5.13752
*
```

Calculated values
molecular weight	697.635	g mol⁻¹
Kohn-Sham gap (alpha / beta)	0.2226 / 0.0900	hartree
DFT total energy	-2621.18960	hartree
F_max	4.80	eV/Å
ΔE to the lowest compared entry with this formula, charge and spin	16.3	kcal/mol